14
Properties=species:S:1:pos:R:3:forces:R:3 method="wB97M-V/def2-TZVPD" max_force_ev_per_a=2.3 energy_ev=-17055.4234 homo_energy_ev=-9.022 orbital_gap_ev=9.75 charge=0
H -0.343797 2.567196 0.032598 -0.7 -0.7 0.4
N -1.068358 1.830986 0.193830 1.6 -0.6 -0.5
C -0.512142 0.676544 0.015181 -0.1 1.4 0.2
C 0.947821 0.435340 -0.336132 -0.1 -0.3 -0.6
C 1.590241 -0.902484 0.179505 0.0 0.6 -2.2
N -1.263430 -0.480118 0.095590 -0.7 0.9 0.2
S -2.934020 -0.311544 -0.150434 -0.6 -0.5 0.6
H 0.983612 0.430664 -1.462336 0.1 0.1 1.0
H 1.463895 1.339610 0.023282 0.2 -0.5 -0.2
H 2.588977 -0.973640 -0.316036 -0.7 -0.1 0.5
H 0.994630 -1.794273 -0.176386 0.7 0.9 0.7
H 1.746198 -0.856237 1.232960 -0.1 -0.3 0.8
H -0.890292 -1.233246 -0.417936 0.5 -0.9 -0.4
H -3.303334 -0.728793 1.086310 0.0 0.1 -0.4


21
Properties=species:S:1:pos:R:3:forces:R:3 method="wB97M-V/def2-TZVPD" max_force_ev_per_a=0.7 energy_ev=-20778.1036 homo_energy_ev="0.945 / -6.015" orbital_gap_ev="2.04 / 8.94" charge=-1 spin_multiplicity=2
C -0.368781 0.973547 1.160754 0.2 0.3 -0.6
C -0.784251 -0.305912 0.462916 0.0 -0.6 -0.1
C -1.906952 -0.123758 -0.550314 -0.6 -0.3 0.1
S -3.510559 0.312676 0.203665 0.1 0.1 -0.1
N 0.334013 -0.899600 -0.265242 0.2 0.7 -0.2
C 1.567695 -1.183431 0.425935 0.1 -0.6 0.0
O 2.324082 -0.059150 0.783362 0.2 0.1 -0.1
H 0.243531 1.557734 0.463101 0.0 -0.1 0.3
H -1.221159 1.582029 1.405016 -0.6 0.2 0.2
H 0.181935 0.814542 2.076413 0.3 -0.2 0.1
H -1.185055 -1.044481 1.166322 0.0 0.2 0.4
H -2.143302 -1.115119 -0.953079 0.1 0.0 -0.2
H -1.680070 0.512460 -1.401407 0.2 0.2 0.1
H -3.178767 1.525028 0.672321 0.0 0.0 -0.1
H 0.053179 -1.729078 -0.781254 -0.1 0.0 -0.1
H 2.126757 -1.815491 -0.278576 0.0 -0.1 0.2
H 1.399786 -1.746221 1.355846 0.1 0.1 0.0
H 2.690327 0.322287 -0.034773 -0.2 0.0 0.1
H 1.208531 0.362975 -1.502053 0.0 0.0 -0.1
H 1.852161 1.166561 -2.662384 0.1 -0.1 0.0
O 1.996898 0.892407 -1.746562 0.0 0.1 -0.1


28
Properties=species:S:1:pos:R:3:forces:R:3 method="wB97M-V/def2-TZVPD" max_force_ev_per_a=3.5 energy_ev=-40401.7860 homo_energy_ev=-8.312 smiles="C=CN([SiH3])[SiH2]N=[SiH2].C/C=N/[SiH3]" orbital_gap_ev=7.89 charge=0
C -3.380957 -0.670661 1.521517 0.1 -0.8 2.0
C -2.189390 -0.789745 2.118496 0.7 1.4 -1.6
N -1.082037 0.078751 1.875665 0.1 1.9 -0.4
Si 0.469183 -0.588488 2.171149 0.4 0.4 1.6
Si -1.115542 1.683916 0.852801 0.5 -3.5 -0.5
N -1.466662 1.208276 -0.737940 0.4 -1.6 -1.5
Si -1.573558 0.234982 -2.023045 1.1 2.1 0.0
H -4.158415 -1.330870 1.893333 0.0 0.0 -0.4
H -3.662426 0.231032 1.050432 -0.2 0.6 -0.9
H -1.940635 -1.605390 2.770611 -0.1 -0.4 0.3
H 1.525962 0.529650 1.970940 -0.7 -0.8 0.3
H 0.733268 -1.612064 1.167804 0.3 -0.5 -0.1
H 0.438562 -1.196580 3.658898 0.3 0.5 -1.7
H -2.316395 2.276983 1.120225 -1.9 1.7 1.3
H 0.127697 2.517250 1.012499 -0.4 -0.6 0.2
H -2.446340 -0.877349 -2.496154 0.0 0.1 0.7
H -0.780326 0.671969 -3.247745 -0.5 -0.3 0.6
C 2.353585 1.979137 -0.985877 0.4 -0.1 -0.5
C 2.414971 0.450202 -0.912994 1.2 0.6 1.0
N 1.708221 -0.358741 -1.523515 -2.2 0.0 -1.3
Si 1.550126 -2.031671 -1.800419 2.1 -0.7 -2.1
H 2.912990 2.418050 -0.039392 -1.4 -0.5 -2.2
H 2.730564 2.375878 -2.019057 -0.1 -0.8 2.0
H 1.258680 2.151922 -1.093275 0.6 0.5 0.7
H 3.088122 -0.018252 -0.204996 0.9 0.5 0.5
H 0.635773 -2.849693 -1.049439 -0.7 0.1 0.6
H 2.923456 -2.722388 -1.753429 -0.7 0.3 0.3
H 1.241522 -2.156107 -3.297095 -0.2 0.1 0.9


17
Properties=species:S:1:pos:R:3:forces:R:3 method="wB97M-V/def2-TZVPD" max_force_ev_per_a=0.8 energy_ev=-12385.0460 homo_energy_ev="-8.166 / -8.053" orbital_gap_ev="7.58 / 7.38" charge=0
C 0.206651 -1.831477 -0.660189 0.0 0.2 -0.3
C 0.131928 0.978283 -0.936331 -0.1 0.1 0.3
C -0.220804 0.578899 0.671287 0.1 0.0 -0.5
C 0.113623 -0.792681 0.388274 0.3 -0.4 0.6
N -0.956327 0.871325 -1.731119 0.0 0.0 0.0
C 1.019244 -0.175708 1.326574 -0.2 -0.2 -0.4
O 0.786029 -0.393325 2.688157 -0.3 0.3 -0.2
N -0.898468 1.516728 1.290963 0.1 -0.1 0.3
O 1.195351 1.452545 -1.211754 -0.3 -0.2 0.2
H 0.323223 0.392661 3.024621 0.0 0.0 0.0
H -0.963674 1.382525 -2.600025 0.0 -0.1 0.0
H -1.831355 0.541945 -1.360400 0.1 0.0 0.0
H -1.706526 1.831504 0.755426 0.2 0.1 -0.1
H 2.059578 0.027830 1.077698 -0.1 0.2 0.0
H -0.698641 -1.911242 -1.260232 0.0 0.0 0.0
H 1.067053 -1.690131 -1.323530 0.0 0.0 0.0
H 0.373116 -2.779679 -0.139422 -0.1 0.1 0.0


15
Properties=species:S:1:pos:R:3:forces:R:3 method="wB97M-V/def2-TZVPD" max_force_ev_per_a=1.2 energy_ev=-4779.0530 homo_energy_ev=-9.261 smiles=CCN.C orbital_gap_ev=10.33 charge=0
C 2.202015 0.707223 1.920877 0.7 0.4 0.6
C 1.614821 -0.499568 1.189192 0.6 -0.5 0.2
N 0.231919 -0.411309 0.768178 0.2 -0.1 -0.6
H 2.866066 1.352745 1.337205 -0.1 -0.3 -0.5
H 1.467833 1.418054 2.309732 -0.2 -0.4 0.2
H 2.852843 0.365626 2.733861 -0.3 0.1 0.1
H 2.316042 -0.744233 0.389337 -0.5 0.2 -0.7
H 1.705399 -1.430822 1.760917 -0.2 0.4 0.5
H -0.380768 -0.305219 1.562947 0.0 0.1 0.0
H 0.095839 0.364994 0.137619 -0.2 0.1 0.0
C -2.987955 -0.149054 -2.841586 -0.6 -0.8 0.7
H -2.329696 0.614503 -3.180922 0.6 0.5 -0.3
H -3.445867 0.145123 -1.895136 -0.1 0.2 -0.2
H -2.455417 -1.066534 -2.606695 0.2 0.0 -0.3
H -3.753071 -0.361525 -3.585533 0.0 0.1 0.0